[1]
The ion C6H13N4 with charge +1 at a distorted geometry. Source: the Open Molecules 2025 dataset; level of theory: ωB97M-V with the def2-TZVPD basis set.

Geometry as XYZ:
```
23
Properties=species:S:1:pos:R:3:lowdin_charge:R:1
C 1.98297 1.21317 -1.58447 -0.052
N 0.79086 0.48023 -1.26606 -0.007
N 0.02984 0.06599 -2.10510 0.078
N -0.96985 -0.61207 -1.73168 -0.205
C -1.94202 -1.08932 -2.72529 0.031
N -1.12470 -0.86923 -0.45986 0.185
C -0.27536 -0.54040 0.35467 0.100
C 0.13082 -0.47157 1.78384 -0.381
C -1.10574 0.06425 2.55727 -0.063
C 1.39532 0.29963 2.09654 -0.082
H 2.05434 1.67000 -2.59014 0.096
H 1.88748 2.08054 -0.88391 0.102
H 2.88584 0.53817 -1.64078 0.116
H -2.32713 -0.20885 -3.27838 0.107
H -1.71231 -1.85647 -3.40815 0.073
H -2.80291 -1.55362 -2.16910 0.116
H 0.34620 -1.53292 2.03509 0.161
H -0.78196 0.38707 3.58959 0.102
H -2.08433 -0.54973 2.76087 0.126
H -1.62022 0.85850 2.01840 0.075
H 2.32191 -0.28022 1.69471 0.122
H 1.53603 0.50124 3.18157 0.092
H 1.38493 1.40559 1.77036 0.109
```

SMILES: C/N=N/N(C)[N+]#CC(C)C
Charge: +1
HOMO-LUMO gap (eV): 9.8



[2]
An isolated molecule of C5H10N2O. Source: the Open Molecules 2025 dataset; level of theory: ωB97M-V with the def2-TZVPD basis set.

Geometry as XYZ:
```
18
Properties=species:S:1:pos:R:3:lowdin_charge:R:1
C 1.27892 0.36594 -1.44157 -0.023
N 0.00975 -0.62557 0.58660 -0.044
C 0.90717 0.70487 -0.00523 -0.462
C -1.12916 0.35749 0.63383 -0.379
N -0.10519 -1.88138 -0.08653 0.087
C -0.31168 1.44500 0.32238 -0.041
C -2.40278 -0.03806 0.85172 -0.027
O 2.02224 0.97373 0.76594 0.045
H 2.81973 0.62408 0.34636 0.103
H 0.39909 -0.79887 1.51290 0.173
H -0.58943 -1.69075 -0.96069 0.091
H -0.73135 -2.47351 0.45705 0.089
H -0.43029 2.50147 0.44646 0.084
H 0.38586 0.15276 -2.02541 0.084
H 1.76258 1.24243 -1.87748 0.095
H 1.95990 -0.48766 -1.50034 0.081
H -3.21495 0.66488 0.77980 0.029
H -2.63038 -1.03684 1.19422 0.016
```

HOMO-LUMO gap (eV): 6.8



[3]
A structure of composition C43H53CeClN6O2P2 at a distorted geometry. Source: the Open Molecules 2025 dataset; level of theory: ωB97M-V with the def2-TZVPD basis set.

Geometry as XYZ:
```
108
Properties=species:S:1:pos:R:3:lowdin_charge:R:1
Ce -0.08720 -0.27165 0.18021 0.627
O 2.35207 -2.28309 2.11840 0.110
C 1.80916 -1.21128 2.16128 -0.710
O 1.78257 -0.33923 1.17575 -0.280
C 1.09859 -0.72615 3.44105 -0.178
P -0.60128 -0.14833 3.00198 1.016
C -1.73973 -1.51026 3.44495 -0.420
C -1.51051 -2.38357 4.49993 -0.063
C -2.44665 -3.36170 4.80215 -0.051
C -3.62468 -3.45091 4.07672 -0.056
C -3.87342 -2.56114 3.04102 -0.062
C -2.93000 -1.60078 2.72136 -0.160
C -1.07848 1.05203 4.29985 -0.325
C -2.44105 1.22710 4.55194 -0.090
C -2.87090 2.17062 5.46946 -0.055
C -1.94638 2.95668 6.14324 -0.059
C -0.59262 2.79907 5.89143 -0.066
C -0.16090 1.85884 4.96748 -0.106
H 1.67387 0.12609 3.80799 0.089
H 1.11036 -1.51081 4.18947 0.098
H -0.60685 -2.31039 5.09078 0.108
H -2.25458 -4.05256 5.61221 0.116
H -4.35351 -4.21213 4.32087 0.114
H -4.79673 -2.62240 2.47959 0.113
H -3.11449 -0.91490 1.89866 0.088
H -3.16444 0.60091 4.04595 0.088
H -3.92836 2.28859 5.66718 0.115
H -2.27856 3.68298 6.87296 0.115
H 0.13019 3.40414 6.42281 0.113
H 0.90233 1.73350 4.80010 0.084
C -0.36830 -2.25416 -4.67034 -0.046
C -0.37730 -1.26893 -3.48069 -0.152
N -0.36793 -2.01019 -2.21180 -0.196
C 0.92997 -2.69166 -2.03897 -0.165
C 1.30238 -3.44072 -3.33326 -0.039
N 0.04439 -3.58899 -4.13386 -0.076
C -1.05735 -4.12876 -3.27523 -0.045
C -1.43374 -3.02550 -2.26209 -0.145
H 0.34012 -1.95107 -5.43961 0.136
H -1.35202 -2.36671 -5.12341 0.140
H -1.26567 -0.64247 -3.49900 0.096
H 0.50404 -0.63296 -3.50824 0.092
H 0.84205 -3.36975 -1.19631 0.085
H 1.69564 -1.95836 -1.80235 0.099
H 1.71072 -4.42775 -3.12501 0.145
H 2.01308 -2.87959 -3.93970 0.134
H 0.21278 -4.22612 -4.91034 0.195
H -0.69115 -5.02792 -2.78173 0.144
H -1.89173 -4.40469 -3.91700 0.141
H -1.55628 -3.45590 -1.27488 0.059
H -2.36493 -2.53269 -2.54100 0.142
Cl -0.53633 -2.71604 0.80724 0.376
N 1.27505 2.63208 2.13649 0.246
C 0.75792 1.98971 1.32919 -0.062
H 1.72447 3.19128 2.83545 0.131
C 3.56902 0.21869 -4.80587 -0.037
C 3.10763 1.06746 -3.62224 -0.618
C 2.07734 2.09263 -4.09292 -0.029
C 4.30212 1.77683 -2.98060 -0.029
N 2.47110 0.10628 -2.68417 -0.067
N 1.75105 0.68809 -1.60045 -0.006
H 4.12344 0.82891 -5.51806 0.096
H 2.70663 -0.21045 -5.32094 0.074
H 4.22491 -0.58986 -4.47375 0.087
H 2.45662 2.60842 -4.97375 0.101
H 1.88751 2.84653 -3.32759 0.064
H 1.12966 1.61628 -4.35976 0.078
H 4.71475 2.51831 -3.66436 0.097
H 5.09304 1.06539 -2.73429 0.092
H 4.00750 2.29762 -2.06558 0.076
H 3.21337 -0.44619 -2.26566 0.126
H 0.93879 1.17743 -1.97758 0.035
H 2.32280 1.36980 -1.10074 0.093
N -1.23798 0.85071 -1.39151 -0.360
P -1.86116 2.26534 -1.20395 0.801
C -2.09885 3.13544 -2.79091 -0.303
C -1.92999 2.38269 -3.94947 -0.091
C -2.05930 2.96698 -5.20082 -0.069
C -2.35654 4.31802 -5.29473 -0.060
C -2.51580 5.07802 -4.14249 -0.053
C -2.38591 4.49458 -2.89336 -0.079
C -0.93845 3.61580 -0.32857 -0.315
C 0.24327 4.01989 -0.95878 -0.117
C 1.00519 5.06022 -0.46000 -0.063
C 0.58702 5.72518 0.68714 -0.068
C -0.59514 5.35054 1.30748 -0.066
C -1.35868 4.30459 0.80508 -0.075
C -3.48054 2.36767 -0.36430 -0.277
C -4.61165 2.90913 -0.96347 -0.057
C -5.78984 3.03153 -0.24021 -0.051
C -5.84611 2.60805 1.07869 -0.054
C -4.73333 2.02577 1.67097 -0.064
C -3.55914 1.89945 0.94870 -0.115
H -1.69564 1.33154 -3.83948 0.065
H -1.93252 2.37183 -6.09601 0.107
H -2.46943 4.78103 -6.26610 0.114
H -2.74128 6.13338 -4.22124 0.115
H -2.50499 5.09378 -1.99797 0.120
H 0.53024 3.52679 -1.88244 0.084
H 1.90559 5.37272 -0.97374 0.113
H 1.16952 6.55069 1.07553 0.113
H -0.94322 5.88838 2.18060 0.114
H -2.29110 4.05367 1.28968 0.104
H -4.57339 3.24051 -1.99262 0.105
H -6.66619 3.46159 -0.70638 0.116
H -6.75860 2.72984 1.64707 0.115
H -4.78234 1.68191 2.69576 0.098
H -2.67844 1.45369 1.41063 0.072
```

Charge: +2
HOMO-LUMO gap (eV): 7.3



[4]
A cluster of 2 separate species, C5H10O2 in total at a distorted geometry. Source: the Open Molecules 2025 dataset; level of theory: ωB97M-V with the def2-TZVPD basis set.

Geometry as XYZ:
```
17
Properties=species:S:1:pos:R:3:lowdin_charge:R:1
C 3.35726 1.27543 0.91558 -0.107
C 2.05273 0.83859 0.29480 -0.177
C 1.30464 -0.15660 0.78358 -0.123
C -0.12198 -0.22669 0.31304 -0.119
C -0.80386 -1.36800 0.40312 -0.215
O -2.14518 -1.53353 0.24692 0.011
H 3.71242 0.46330 1.54575 0.071
H 4.11811 1.32427 0.12563 0.068
H 3.26276 2.29878 1.27479 0.074
H 1.74097 1.43617 -0.55296 0.101
H 1.54828 -0.58891 1.74536 0.107
H -0.74452 0.66069 0.18987 0.108
H -0.31017 -2.24273 0.81788 0.124
H -2.54594 -0.66946 0.32974 0.088
O -2.98052 0.76106 -2.30000 -0.066
H -2.15444 0.47760 -1.87521 0.015
H -2.72447 1.24647 -3.09569 0.039
```

SMILES: C/C=C/C=C/O.O
HOMO-LUMO gap (eV): 9.3



[5]
A structure of composition C19H23N6NiO4. Source: the Open Molecules 2025 dataset; level of theory: ωB97M-V with the def2-TZVPD basis set.

Geometry as XYZ:
```
53
Properties=species:S:1:pos:R:3:lowdin_charge:R:1
Ni -0.17414 -0.03262 0.07135 0.564
O 4.72641 5.63990 -0.26381 0.108
N 3.53726 5.47826 -0.13485 -0.330
O 2.72376 6.36776 -0.00951 0.095
C 3.03372 4.07488 -0.12356 -0.040
C 3.97831 3.11926 -0.17016 0.086
C 3.62175 1.73225 -0.16388 -0.110
C 4.56078 0.68679 -0.21110 0.037
C 4.11379 -0.60885 -0.22013 -0.006
C 2.73608 -0.85218 -0.17486 -0.066
N 1.84136 0.11645 -0.10748 0.074
C 2.27830 1.39408 -0.11001 -0.124
C 1.27980 2.41670 -0.06257 -0.120
N 0.01086 1.96004 -0.01941 0.070
C -0.98400 2.82287 0.03216 -0.046
C -0.74688 4.20144 0.03734 0.008
C 0.53561 4.68030 -0.01221 0.044
C 1.61701 3.76981 -0.06514 -0.038
H 5.01938 3.40635 -0.21558 0.140
H 5.61887 0.91470 -0.24735 0.135
H 4.80131 -1.44113 -0.26492 0.121
H 2.35282 -1.86314 -0.20803 0.111
H -1.97572 2.39990 0.08228 0.118
H -1.58380 4.88336 0.08419 0.123
H 0.72107 5.74095 -0.01132 0.112
C -4.18760 0.09686 1.11108 0.007
C -2.84433 -0.55601 0.92536 -0.619
O -2.66671 -1.74159 1.12608 0.049
O -1.90610 0.29901 0.54727 -0.161
H -4.90978 -0.64565 1.43571 0.085
H -4.51159 0.54458 0.17073 0.086
H -4.11675 0.89005 1.85634 0.088
C -0.15040 -4.37874 1.39818 -0.042
N -0.66305 -4.17831 0.05576 -0.137
C -0.69856 -5.38352 -0.76637 -0.039
C -0.75772 -2.92658 -0.46808 -0.419
N -0.10628 -1.92606 0.07316 0.076
N -1.48713 -2.78379 -1.59744 -0.129
C -2.83014 -3.38661 -1.67161 -0.028
C -1.33113 -1.58171 -2.41303 -0.028
H -0.48505 -5.35034 1.75561 0.098
H -0.54828 -3.62587 2.07719 0.098
H 0.94631 -4.36893 1.42887 0.095
H 0.25741 -5.90500 -0.67916 0.096
H -0.85924 -5.13022 -1.80751 0.089
H -1.48830 -6.05792 -0.43206 0.097
H 0.51181 -2.23904 0.80739 0.060
H -2.89284 -4.27576 -1.05641 0.080
H -3.04065 -3.65417 -2.70585 0.098
H -3.57769 -2.68128 -1.30699 0.092
H -0.47083 -1.66906 -3.07773 0.096
H -1.22642 -0.66930 -1.81980 0.051
H -2.22562 -1.45980 -3.01791 0.095
```

Charge: +1
HOMO-LUMO gap (spin up / spin down) (eV): 7.7 / 7.7



[6]
The ion C11H24N3O with charge +1 at a distorted geometry. Source: the Open Molecules 2025 dataset; level of theory: ωB97M-V with the def2-TZVPD basis set.

Geometry as XYZ:
```
39
Properties=species:S:1:pos:R:3:lowdin_charge:R:1
C -3.55863 -0.69675 -1.07086 0.031
C -2.59985 -1.46038 -0.47807 -0.182
C -1.42390 -2.06598 -1.16786 -0.213
C -0.12305 -1.97364 -0.44322 -0.146
C 0.58647 -0.65973 -0.42477 -0.464
N 1.85667 -0.82803 0.24568 0.163
C -0.28837 0.53544 0.08520 -0.105
C -0.37288 0.63952 1.58775 -0.220
C -1.74023 1.20814 1.91870 -0.271
C -1.97160 1.57111 3.40268 -0.096
O 0.93669 -0.45197 -1.84687 -0.022
N 2.16891 0.28626 -1.96951 -0.098
C 2.00255 1.69924 -1.78197 -0.036
C 3.10000 -0.43425 -1.38225 -0.222
N 4.16240 0.20305 -0.99389 0.190
H -4.47509 -0.42020 -0.58863 0.053
H -3.61118 -0.43719 -2.11390 0.063
H -2.56775 -1.82219 0.60760 0.138
H -1.52021 -3.13328 -1.26273 0.121
H -1.24497 -1.67703 -2.17995 0.131
H 0.51940 -2.71668 -0.95551 0.148
H -0.38038 -2.12820 0.58535 0.121
H 2.02793 -1.74539 0.62991 0.140
H 2.06706 -0.04576 0.79897 0.104
H 0.10459 1.53538 -0.38046 0.134
H -1.24607 0.39713 -0.39854 0.090
H 0.29495 1.39734 1.91929 0.107
H -0.20713 -0.26222 2.12591 0.110
H -1.83745 2.02959 1.25777 0.093
H -2.56792 0.48588 1.54714 0.121
H -1.23090 1.12309 4.05630 0.058
H -3.07629 1.38764 3.54649 0.089
H -1.71565 2.67804 3.65888 0.100
H 1.06500 1.95256 -2.26938 0.114
H 1.91029 2.08513 -0.81613 0.065
H 2.78895 2.32996 -2.33322 0.144
H 3.14609 -1.51815 -1.69151 0.196
H 3.97108 1.13407 -0.77532 0.085
H 5.05047 -0.20156 -0.64906 0.167
```

SMILES: C=CCC[C@](N)(CCCC)ON(C)C=[NH2+]
Charge: +1
HOMO-LUMO gap (eV): 9.4



| no. | E_tot (eV) |
| --- | --- |
| 1 | -12381.916 |
| 2 | -10370.784 |
| 3 | -102504.084 |
| 4 | -9440.320 |
| 5 | -78243.909 |
| 6 | -18304.128 |